ORCA calculation (ωB97M-V/def2-TZVPD) on a gas-phase ion, CH3N2S (charge +1) at a distorted geometry.

Geometry (Å):
C -0.48 0.11 0.75
N -0.21 0.48 -1.57
N 0.28 -0.77 1.08
S -0.38 1.48 -0.35
H -0.53 0.95 -2.40
H 1.40 -0.71 0.94
H -0.09 -1.55 1.54

Calculated values
SMILES: [NH+]#S#CN
HOMO-LUMO gap (alpha / beta) (eV): 8.782 / 7.782
Net charge: +1
HOMO (alpha / beta) (eV): -15.299 / -14.858


ORCA calculation (ωB97M-V/def2-TZVPD) on 2 unconnected molecules or ions with the total composition C3H11N at a distorted geometry.

Geometry (Å):
C 0.02 -0.15 2.53
C -0.79 -1.43 2.25
H -0.44 0.32 3.39
H -0.06 0.51 1.66
H 1.09 -0.35 2.53
H -0.25 -2.21 1.70
H -1.11 -1.92 3.17
H -1.64 -1.23 1.61
C -0.02 1.18 -2.60
N 1.29 0.72 -2.99
H -0.61 0.55 -1.92
H -0.57 1.53 -3.48
H -0.04 2.08 -1.97
H 1.90 0.45 -2.24
H 1.21 -0.06 -3.63

Calculated values
SMILES: CC.CN
HOMO-LUMO gap (eV): 10.081
HOMO (eV): -9.166


ORCA calculation (ωB97M-V/def2-TZVPD) on a gas-phase ion, C9H11N2 (charge +1) at a distorted geometry.

Geometry (Å):
C 0.17 -2.22 -1.00
C -1.04 -1.67 -0.96
C 0.20 -0.16 0.26
C 1.75 -1.68 2.20
C 2.57 -1.46 0.12
C 1.09 -1.46 0.18
C -1.06 -0.40 -0.29
C -2.23 0.55 -0.45
C 0.39 0.95 1.25
N 0.70 -1.75 1.49
N 2.90 -1.67 1.39
H 0.44 -3.17 -1.46
H -1.84 -2.17 -1.59
H 3.26 -1.41 -0.59
H 1.78 -1.71 3.27
H -3.06 -0.01 -0.09
H -2.53 0.89 -1.52
H -2.18 1.44 0.13
H 0.96 1.83 0.87
H 0.82 0.61 2.11
H -0.67 1.25 1.37
H 3.83 -1.58 1.64

Calculated values
SMILES: CC1=C(C)[C@@]2(C=C1)C=[NH+]C=N2
HOMO-LUMO gap (alpha / beta) (eV): 6.813 / 6.813
Net charge: +1
HOMO (alpha / beta) (eV): -12.103 / -12.103


ORCA calculation (ωB97M-V/def2-TZVPD) on a molecular structure, C9H28N3O7Tl at a distorted geometry.

Geometry (Å):
Tl 5.74 -20.73 21.86
O 7.03 -22.37 23.78
H 6.28 -22.95 23.93
C 11.14 -20.42 21.19
C 10.20 -21.58 21.55
C 11.03 -22.57 22.41
O 11.78 -23.44 21.61
C 12.52 -24.50 22.18
N 9.01 -21.14 22.26
H 11.85 -20.79 20.45
H 11.79 -20.09 22.00
H 10.58 -19.55 20.84
H 9.95 -22.12 20.63
H 10.31 -23.22 22.95
H 11.70 -22.04 23.10
H 13.34 -24.14 22.80
H 12.89 -25.06 21.33
H 11.81 -25.16 22.70
H 8.83 -21.98 22.80
H 9.18 -20.52 23.07
C 9.08 -25.45 24.98
C 9.21 -24.21 25.94
O 9.26 -23.03 25.14
O 7.80 -25.68 24.51
H 9.41 -26.31 25.56
H 9.85 -25.39 24.20
H 10.19 -24.40 26.39
H 8.42 -24.11 26.68
H 8.42 -22.97 24.57
H 7.54 -24.85 24.09
C 5.04 -22.41 26.24
C 3.99 -21.41 25.78
O 4.05 -21.24 24.35
O 6.31 -21.77 26.27
H 5.08 -23.30 25.60
H 4.78 -22.73 27.25
H 4.10 -20.43 26.24
H 3.01 -21.86 25.97
H 3.22 -20.92 24.00
H 6.64 -21.81 25.35
C 9.70 -19.40 25.34
O 9.31 -19.04 24.21
N 10.77 -18.86 25.97
N 9.02 -20.35 26.03
H 11.14 -19.43 26.71
H 11.43 -18.21 25.58
H 8.15 -20.80 25.82
H 9.57 -20.68 26.82

Calculated values
HOMO-LUMO gap (eV): 3.335
Net charge: +2
HOMO (eV): -15.814


ORCA calculation (ωB97M-V/def2-TZVPD) on 2 unconnected molecules or ions with the total composition C6H12N at a distorted geometry.

Geometry (Å):
C -0.40 0.15 2.94
C -0.56 -0.76 1.99
C 0.54 -1.19 1.10
C 0.38 -2.15 0.18
H 0.55 0.66 3.03
H -1.17 0.35 3.68
H -1.40 -1.45 2.05
H 1.52 -0.84 1.42
H 1.18 -2.38 -0.51
H -0.53 -2.73 0.18
C 0.26 0.77 -2.09
C 0.43 1.80 -2.88
N -0.49 0.89 -0.82
H 0.67 -0.22 -2.26
H 1.05 1.69 -3.76
H -0.02 2.78 -2.71
H -1.33 1.44 -0.97
H -0.76 -0.06 -0.53
H 0.06 1.24 -0.03

Calculated values
HOMO-LUMO gap (eV): 9.802
Net charge: +1
HOMO (eV): -13.016


ORCA calculation (ωB97M-V/def2-TZVPD) on 2 unconnected molecules or ions with the total composition C21H36F5NO6P at a distorted geometry.

Geometry (Å):
C -2.38 3.39 -0.91
C -2.12 3.17 0.72
O -0.71 2.78 0.87
C 0.07 3.88 1.54
C 1.67 3.43 1.39
O 1.65 1.96 1.24
C 2.41 1.51 0.07
C 1.56 0.69 -1.12
C 2.29 0.09 -2.46
C 1.59 -0.76 -3.67
C 0.13 -1.40 -3.32
C 0.05 -2.24 -1.91
C -0.20 -2.48 -4.56
N 3.81 0.33 -2.60
C 4.67 1.05 -1.59
C 4.02 1.68 -0.18
C 4.98 2.42 0.93
C 5.45 1.24 2.02
C 4.47 1.25 3.34
C 3.70 -0.18 3.61
F 4.66 -1.32 3.68
F 2.68 -0.53 2.59
C 2.89 -0.17 5.07
F 1.53 -0.78 4.99
F 3.67 -0.98 6.05
F 2.70 1.23 5.59
H -3.27 2.70 -1.23
H -2.54 4.52 -1.18
H -1.42 3.03 -1.49
H -2.36 4.12 1.36
H -2.77 2.26 1.10
H -0.22 3.94 2.69
H -0.05 4.90 0.98
H 2.17 3.73 2.43
H 2.21 3.96 0.50
H 0.39 0.52 -1.01
H 2.35 -1.56 -4.05
H 1.41 0.00 -4.58
H -0.72 -0.57 -3.38
H -0.89 -1.80 -1.32
H -0.14 -3.39 -2.03
H 0.98 -2.05 -1.20
H -0.45 -3.55 -4.18
H -1.08 -2.09 -5.24
H 0.74 -2.60 -5.28
H 4.29 -0.02 -3.48
H 5.82 1.18 -1.80
H 4.46 3.27 1.54
H 5.92 2.93 0.41
H 5.30 0.20 1.48
H 6.58 1.40 2.27
H 3.70 2.17 3.32
H 5.16 1.46 4.28
C -7.32 -1.65 0.02
O -6.51 -2.40 -0.87
P -4.95 -2.75 -0.21
O -4.33 -1.76 -1.20
O -4.95 -4.25 -0.89
C -6.05 -4.76 -1.61
O -3.39 -3.10 0.44
C -3.01 -2.20 1.46
H -8.28 -1.44 -0.45
H -7.49 -2.22 0.94
H -6.82 -0.70 0.27
H -6.22 -4.17 -2.52
H -6.94 -4.80 -0.98
H -5.81 -5.79 -1.92
H -3.73 -2.24 2.28
H -2.95 -1.18 1.07
H -2.03 -2.49 1.84

Calculated values
HOMO-LUMO gap (eV): 6.539
Net charge: +1
HOMO (eV): -10.933


ORCA calculation (ωB97M-V/def2-TZVPD) on 7 unconnected molecules or ions with the total composition C34H65FN2O18P at a distorted geometry.

Geometry (Å):
C 0.03 -1.01 -1.49
C -1.10 -0.23 -2.28
C -0.42 0.98 -3.09
C -1.75 -1.18 -3.37
C -2.99 -2.02 -2.85
N -4.27 -1.25 -2.97
C -4.84 -0.86 -1.80
C -6.07 -0.06 -1.73
F -6.57 0.29 -0.53
C -6.67 0.32 -3.01
C -6.07 -0.14 -4.26
C -4.84 -0.94 -4.20
P -4.11 -1.50 -5.85
N -3.72 -0.30 -6.81
H 0.53 -1.70 -2.23
H -0.40 -1.59 -0.63
H 0.79 -0.27 -1.13
H -1.91 0.19 -1.62
H 0.68 0.94 -2.90
H -0.90 1.93 -2.74
H -0.56 0.88 -4.20
H -0.99 -1.84 -3.87
H -2.16 -0.49 -4.17
H -3.16 -2.96 -3.46
H -2.80 -2.36 -1.80
H -4.38 -1.14 -0.82
H -7.59 0.94 -3.06
H -6.47 0.12 -5.27
H -5.03 -2.39 -6.46
H -2.92 -2.22 -5.51
H -4.26 -0.46 -7.67
C -7.21 3.51 1.32
C -5.93 2.69 1.32
O -4.78 3.51 1.09
C -4.39 4.26 2.13
O -4.90 4.28 3.22
O -3.33 4.98 1.75
C -2.86 5.90 2.74
H -7.29 4.09 0.40
H -8.08 2.86 1.42
H -7.22 4.22 2.15
H -5.97 1.98 0.49
H -5.82 2.11 2.24
H -2.65 5.39 3.68
H -3.60 6.69 2.89
H -1.94 6.35 2.37
C 3.02 7.53 -2.24
C 2.78 7.44 -0.75
O 1.38 7.40 -0.44
C 0.77 6.24 -0.69
O 1.29 5.24 -1.13
O -0.53 6.37 -0.38
C -1.31 5.22 -0.69
H 2.48 8.38 -2.67
H 4.09 7.64 -2.45
H 2.66 6.63 -2.75
H 3.17 8.34 -0.27
H 3.30 6.59 -0.30
H -0.89 4.33 -0.22
H -1.37 5.08 -1.77
H -2.31 5.38 -0.30
C 1.78 4.24 1.73
C 0.52 3.91 2.51
O 0.42 2.51 2.77
C 1.22 2.01 3.72
O 2.02 2.63 4.37
O 1.01 0.69 3.78
C 1.87 0.00 4.68
H 1.82 3.66 0.81
H 1.80 5.30 1.48
H 2.68 4.01 2.30
H -0.35 4.18 1.92
H 0.47 4.48 3.45
H 1.84 0.43 5.68
H 2.89 0.01 4.29
H 1.54 -1.04 4.73
C 3.14 -1.34 1.00
C 4.60 -1.63 1.25
O 4.78 -2.70 2.18
C 4.53 -3.93 1.70
O 4.19 -4.20 0.58
O 4.70 -4.81 2.69
C 4.37 -6.15 2.35
H 2.62 -1.15 1.94
H 3.02 -0.47 0.35
H 2.64 -2.19 0.53
H 5.07 -0.75 1.70
H 5.14 -1.84 0.32
H 4.91 -6.47 1.46
H 3.29 -6.24 2.19
H 4.65 -6.79 3.18
C 4.92 -5.40 -2.65
C 5.79 -5.96 -3.76
O 7.14 -5.49 -3.65
C 7.87 -6.04 -2.68
O 7.51 -6.89 -1.91
O 9.08 -5.47 -2.70
C 9.94 -5.90 -1.64
H 4.97 -4.31 -2.63
H 3.88 -5.71 -2.79
H 5.25 -5.75 -1.67
H 5.42 -5.61 -4.72
H 5.77 -7.05 -3.78
H 10.04 -6.99 -1.62
H 9.56 -5.53 -0.68
H 10.92 -5.47 -1.81
C -3.49 -4.37 5.01
C -3.12 -4.36 3.54
O -3.25 -3.05 2.97
C -2.29 -2.17 3.31
O -1.35 -2.39 4.02
O -2.58 -1.00 2.73
C -1.69 0.06 3.09
H -4.49 -3.96 5.16
H -3.45 -5.39 5.41
H -2.80 -3.75 5.60
H -3.81 -5.00 2.99
H -2.11 -4.74 3.37
H -0.66 -0.21 2.89
H -1.82 0.32 4.14
H -1.94 0.93 2.49

Calculated values
HOMO-LUMO gap (eV): 7.034
Net charge: +1
HOMO (eV): -11.905


ORCA calculation (ωB97M-V/def2-TZVPD) on 6 unconnected molecules or ions with the total composition C26H54ClN5O10PS6 at a distorted geometry.

Geometry (Å):
C 7.33 1.50 0.95
C 7.14 1.25 -0.54
C 6.08 2.13 -1.27
Cl 5.19 3.26 -0.26
C 5.15 1.24 -2.07
C 4.11 0.47 -1.57
C 3.75 0.49 -0.11
O 2.84 1.54 0.23
O 2.22 2.07 -0.94
C 3.40 -0.37 -2.44
C 2.28 -1.25 -1.96
O 2.38 -2.44 -2.09
O 1.23 -0.61 -1.49
C -0.09 -1.06 -1.99
C -1.06 -1.24 -0.85
C -2.49 -1.01 -1.33
C -2.86 0.48 -1.28
N -3.72 0.89 -2.40
C -4.11 2.25 -2.23
N -3.60 3.25 -2.84
N -5.12 2.44 -1.29
C 3.73 -0.45 -3.80
P 2.98 -1.53 -5.10
S 4.24 -1.88 -6.52
C 4.75 0.34 -4.26
N 5.40 1.13 -3.40
O 6.46 1.87 -3.96
C 6.00 2.96 -4.55
N 5.63 3.90 -5.10
H 6.52 1.09 1.54
H 7.48 2.56 1.16
H 8.23 0.99 1.26
H 8.09 1.40 -1.05
H 6.90 0.19 -0.69
H 6.62 2.75 -1.97
H 4.64 0.65 0.49
H 3.32 -0.47 0.18
H 1.37 1.61 -0.94
H 0.04 -2.00 -2.51
H -0.43 -0.28 -2.67
H -0.84 -0.55 -0.03
H -0.98 -2.26 -0.47
H -3.16 -1.53 -0.65
H -2.67 -1.45 -2.31
H -3.40 0.68 -0.36
H -1.94 1.08 -1.30
H -3.18 0.82 -3.25
H -2.85 2.96 -3.46
H -5.53 1.53 -1.08
H -4.74 2.82 -0.43
H 2.57 -2.67 -4.42
H 1.83 -0.84 -5.52
H 5.07 0.31 -5.30
C 0.49 -5.57 -2.95
S -1.28 -5.39 -2.68
O -1.48 -4.09 -1.97
C -1.42 -6.68 -1.44
H 0.79 -4.82 -3.67
H 1.02 -5.42 -2.01
H 0.69 -6.56 -3.36
H -0.77 -6.45 -0.60
H -1.17 -7.64 -1.89
H -2.46 -6.70 -1.11
C -5.56 5.74 3.35
S -5.93 4.04 2.90
O -4.76 3.55 2.10
C -7.23 4.44 1.74
H -4.73 5.72 4.06
H -5.28 6.30 2.46
H -6.43 6.18 3.83
H -6.84 5.09 0.96
H -8.05 4.91 2.27
H -7.57 3.50 1.30
C 1.53 -4.33 0.43
S 1.56 -6.12 0.27
O 0.30 -6.63 0.86
C 2.87 -6.41 1.47
H 0.74 -3.96 -0.22
H 1.32 -4.05 1.46
H 2.49 -3.92 0.11
H 2.56 -6.00 2.44
H 3.79 -5.94 1.13
H 3.01 -7.48 1.56
C -4.17 0.68 4.48
S -5.96 0.63 4.52
O -6.43 1.76 5.36
C -6.10 -0.85 5.53
H -3.87 1.57 3.92
H -3.78 0.74 5.49
H -3.80 -0.21 3.97
H -5.59 -0.69 6.48
H -5.66 -1.70 5.00
H -7.15 -1.04 5.70
C 0.76 2.32 3.34
S -0.45 3.02 4.48
O -1.64 2.14 4.40
C -0.81 4.48 3.49
H 1.08 1.36 3.74
H 0.28 2.17 2.37
H 1.61 2.99 3.25
H -1.17 4.17 2.51
H 0.08 5.10 3.41
H -1.59 5.04 4.01

Calculated values
HOMO-LUMO gap (eV): 4.414
Net charge: +1
HOMO (eV): -9.615